Record 1
{"formula": "C6H39BFO15", "method": "wB97M-V/def2-TZVPD", "species": ["C", "C", "O", "O", "C", "C", "C", "C", "B", "F", "H", "H", "H", "H", "H", "H", "H", "H", "H", "H", "H", "H", "H", "O", "H", "H", "O", "H", "H", "O", "H", "H", "O", "H", "H", "O", "H", "H", "O", "H", "H", "O", "H", "H", "O", "H", "H", "O", "H", "H", "O", "H", "H", "O", "H", "H", "O", "H", "H", "O", "H", "H"], "coordinates": [[1.030050, -0.146268, 0.848866], [1.079885, 1.357855, 0.738950], [1.592634, 2.060617, 1.573669], [0.631742, 1.884037, -0.410866], [-0.719389, 1.557670, -0.887724], [-1.729214, 2.510870, -0.278541], [-2.281968, 2.123285, 1.098438], [-2.720584, 0.666200, 1.223859], [-3.818847, 0.203966, 0.101261], [-4.399576, -1.076114, 0.493294], [0.076504, -0.453775, 1.278645], [1.157233, -0.616825, -0.123724], [1.825626, -0.455351, 1.522824], [-0.949920, 0.511192, -0.695809], [-0.669514, 1.677543, -1.964326], [-1.222310, 3.480367, -0.210576], [-2.556888, 2.616161, -0.984107], [-1.537365, 2.404953, 1.857871], [-3.160101, 2.748994, 1.290676], [-1.846879, 0.005257, 1.187035], [-3.152606, 0.520400, 2.219233], [-4.718991, 1.071211, -0.001849], [-3.298385, 0.045701, -1.026276], [4.330223, 2.479175, 0.034145], [3.439457, 2.291860, -0.287590], [4.163320, 3.000527, 0.826642], [-1.764431, -0.188076, 4.208823], [-1.955976, -0.999279, 4.699032], [-1.119020, 0.263642, 4.758608], [-2.292943, -2.701093, 5.645473], [-2.945754, -2.422535, 6.295014], [-2.442729, -3.643344, 5.501871], [-1.578661, 0.206754, -3.633030], [-2.433338, 0.289028, -4.066056], [-1.099009, -0.454086, -4.141258], [-0.088217, -0.161863, -6.478340], [0.221092, -0.308355, -7.380994], [-0.019573, 0.785508, -6.315569], [-0.942466, -1.714293, -8.717799], [-1.744080, -1.657381, -8.187091], [-0.838641, -2.643287, -8.943477], [6.826379, 3.461913, -1.433471], [6.025507, 3.001229, -1.141258], [7.057101, 3.999498, -0.669423], [9.715779, 4.098558, -2.309597], [8.878295, 3.711340, -2.020597], [10.029514, 4.609129, -1.558822], [2.009195, -0.816891, -4.374150], [1.343649, -0.484913, -4.989538], [1.978671, -1.773162, -4.469799], [-2.178418, -5.740761, 5.206402], [-1.887321, -6.411221, 4.583626], [-1.453859, -5.638058, 5.834864], [0.235040, -4.494166, 6.453689], [1.005051, -3.998920, 6.159252], [-0.372116, -3.806900, 6.758044], [-1.716385, 0.008205, 7.466226], [-0.839870, 0.397793, 7.535130], [-2.311109, 0.666114, 7.838573], [-1.351371, -2.751635, -5.484644], [-0.776042, -2.030278, -5.766121], [-1.718083, -3.127721, -6.287616]], "forces_ev_per_angstrom": [[-0.0055, 0.0477, 0.2230], [-0.2273, -0.3895, -0.3036], [0.3794, 0.1719, 0.0646], [-0.0920, 0.3522, 0.2146], [0.1185, -0.1439, -0.1237], [-0.0060, 0.0592, 0.0339], [0.1760, -0.0283, 0.1129], [-0.3273, 0.0352, -0.2713], [0.0764, -0.0108, -0.2071], [-0.0889, -0.0203, 0.0541], [-0.0198, -0.0209, -0.0306], [-0.0918, 0.0175, -0.0315], [-0.0081, -0.0172, 0.0239], [-0.0413, 0.0361, 0.0766], [0.1154, 0.0452, -0.0006], [-0.1379, 0.0791, -0.1057], [0.0058, -0.1335, -0.0048], [-0.0103, -0.0920, 0.0502], [0.0457, 0.0817, -0.0323], [-0.0187, -0.0434, 0.0957], [0.0635, 0.0076, -0.0554], [0.0577, -0.0521, 0.0605], [-0.0330, 0.1176, 0.0849], [0.1089, 0.1335, -0.1022], [0.0106, -0.0143, -0.0248], [-0.0795, -0.0996, 0.0451], [0.1629, -0.0190, 0.1548], [-0.0204, -0.0823, -0.1379], [-0.0348, 0.0733, -0.0033], [0.2097, -0.0719, 0.4371], [-0.0132, 0.0489, -0.0230], [-0.1489, -0.1286, -0.3863], [0.2499, 0.2290, -0.2873], [-0.0951, -0.1402, 0.1682], [-0.1426, -0.1063, 0.0803], [0.1539, 0.0772, 0.0602], [-0.1015, -0.0871, -0.0231], [-0.1251, -0.0013, 0.0664], [0.0673, 0.0061, -0.0459], [0.0017, 0.0453, -0.0049], [-0.0222, -0.0005, -0.0129], [0.1958, 0.0792, 0.1531], [-0.1541, -0.0930, 0.0019], [-0.0989, 0.0483, -0.0120], [0.0424, -0.0083, 0.0605], [-0.1253, -0.0432, -0.1314], [-0.0017, -0.0098, 0.0048], [0.0580, 0.0249, -0.0185], [0.0152, -0.1153, -0.0387], [-0.0432, -0.0006, 0.0358], [-0.2477, 0.0631, 0.2920], [0.0339, 0.0914, -0.0730], [0.2956, -0.0582, -0.1803], [-0.0487, 0.0590, 0.3202], [-0.0006, -0.0891, -0.1417], [-0.0764, 0.1048, -0.1682], [0.0191, -0.0881, 0.1597], [-0.0065, 0.0143, -0.0096], [-0.0074, 0.0424, -0.0907], [0.0579, -0.0505, 0.1353], [-0.0536, 0.0800, -0.1834], [0.0342, -0.0123, -0.0049]], "molar_mass_da": 381.2, "homo_energy_ev": -4.157, "gap_ev": 5.7, "lumo_energy_ev": 1.5, "charge": -1, "multiplicity": 1}

---

Record 2
{"formula": "C6H10FN2", "method": "wB97M-V/def2-TZVPD", "species": ["C", "C", "C", "C", "C", "C", "N", "N", "F", "H", "H", "H", "H", "H", "H", "H", "H", "H", "H"], "coordinates": [[-0.910601, 1.110965, -1.094566], [-0.815466, -0.206269, -1.230893], [0.669367, 0.717477, 0.427470], [-0.113853, -2.459507, 1.108523], [0.158852, 3.021951, 0.143695], [0.697071, -2.085809, -0.184009], [0.025515, 1.616763, -0.241827], [0.229789, -0.752574, -0.557379], [1.687003, 0.627380, 1.191512], [-1.483834, 1.777678, -1.654695], [-1.685294, -0.813532, -1.737774], [0.070970, -3.528199, 1.286018], [-1.219425, -2.578174, 0.797624], [0.070132, -1.854176, 1.991686], [-0.699779, 3.352119, 0.775548], [1.026372, 3.181101, 0.669163], [0.015370, 3.693580, -0.694957], [0.517806, -2.836832, -0.926240], [1.760007, -1.983939, -0.068899]], "forces_ev_per_angstrom": [[0.1411, 0.9157, -0.3901], [-1.2878, -3.5359, -0.5632], [-1.1162, -6.7398, -4.0444], [-0.9297, -2.0761, -1.8825], [-3.4549, 0.9772, -0.5162], [-1.6262, 0.9627, 2.1927], [1.0168, 0.9793, 1.8970], [0.6081, 5.1365, 2.1222], [-0.0671, 1.0520, -0.0897], [-1.0157, 0.8265, -0.4555], [2.3307, 1.0225, 0.7714], [0.4893, 0.3266, 0.5664], [1.5065, 1.0051, 0.6551], [-0.1116, 0.0478, -0.1734], [0.5586, -0.7859, -0.0744], [2.1490, 0.3443, 0.9384], [0.6606, -0.2937, -0.5128], [-0.3269, 0.0081, -0.7998], [0.4755, -0.1732, 0.3589]], "molar_mass_da": 129.2, "homo_energy_ev": [-13.324, -13.324], "gap_ev": [9.2, 9.2], "lumo_energy_ev": [-4.1, -4.1], "charge": 1, "multiplicity": 1, "smiles": "CC[n+]1ccn(C)c1F"}

---

Record 3
{"formula": "C4H7N3O2", "method": "wB97M-V/def2-TZVPD", "species": ["C", "C", "C", "C", "H", "H", "H", "H", "H", "H", "H", "N", "N", "N", "O", "O"], "coordinates": [[-1.431975, 1.920917, 0.107515], [-1.970223, -0.468106, 0.239409], [-1.035483, -1.627481, -0.017899], [0.105278, 0.146328, -0.630636], [-2.523512, 1.929423, -0.297396], [-1.401283, 2.220219, 1.388277], [-0.423475, 2.595523, -0.322127], [-2.783828, -0.122417, -0.299948], [-2.335511, -0.627656, 1.389279], [-1.041840, -2.821211, 0.054572], [0.411994, 0.614454, -1.546150], [-0.966764, 0.493220, 0.029812], [0.053007, -1.432919, -0.767700], [1.498003, 0.086165, 0.161510], [2.298326, 0.796956, -0.487706], [1.701944, -0.502400, 1.172432]], "forces_ev_per_angstrom": [[2.8594, 0.3993, 2.7321], [2.1585, -2.0652, 4.9130], [2.4085, -5.1187, -4.4550], [2.9527, -5.0787, -1.2215], [2.1363, 0.8392, 0.4060], [-0.5141, -0.6976, -3.9301], [-3.7352, -1.6164, 0.7395], [-2.1554, -0.7573, -1.5719], [0.8058, 0.8391, -2.3430], [-1.3633, 2.7480, 0.6730], [0.0301, 0.5969, -0.1999], [-2.4656, 5.1110, 1.8797], [-3.7036, 3.1110, 2.7410], [0.7126, 3.1203, -2.3651], [-0.0342, -1.2154, 1.4965], [-0.0925, -0.2156, 0.5057]], "molar_mass_da": 129.1, "homo_energy_ev": -9.343, "gap_ev": 9.8, "lumo_energy_ev": 0.4, "charge": 0, "multiplicity": 1, "smiles": "CN1CC=N[C@@H]1[N+](=O)[O-]"}

---

Record 4
{"formula": "C5H12N2O", "method": "wB97M-V/def2-TZVPD", "species": ["N", "C", "C", "N", "C", "C", "C", "O", "H", "H", "H", "H", "H", "H", "H", "H", "H", "H", "H", "H"], "coordinates": [[1.397590, 0.881098, 3.020351], [0.091959, 0.670649, 2.411588], [-0.023833, 0.875552, 0.924065], [0.041054, -0.256679, 0.144105], [0.480753, 0.165404, -2.260205], [-0.522706, -0.245903, -1.181325], [-1.295326, -1.530553, -1.540815], [-0.353708, 1.934727, 0.432075], [1.754288, 1.809949, 2.848491], [2.052841, 0.183017, 2.698797], [-0.269437, -0.330841, 2.665378], [-0.664347, 1.183953, 3.006878], [0.545773, -1.041016, 0.526187], [1.065898, -0.689246, -2.623986], [1.211838, 0.851065, -1.833746], [-0.013290, 0.560799, -3.141857], [-1.225603, 0.573198, -1.151480], [-0.753160, -2.006989, -2.360536], [-1.203792, -2.259541, -0.742060], [-2.316792, -1.328644, -1.841901]], "forces_ev_per_angstrom": [[-0.1927, -0.2359, 0.0591], [-0.0148, -0.9211, 1.2625], [-1.1700, -0.2255, -0.5581], [0.3786, 0.0948, 0.9952], [0.6710, -0.7767, 0.1093], [-0.1879, 0.3221, -0.8335], [1.3668, -0.0608, -0.1522], [0.1518, 0.5881, 0.0891], [0.0536, -0.0101, -0.1316], [0.2111, 0.1953, -0.0247], [0.6342, -0.4359, -0.3095], [0.0877, 1.0125, -0.6771], [-0.3132, -0.2164, -0.2064], [-0.0805, -0.0927, 0.1715], [-0.2515, 0.3772, -0.2285], [-0.0764, 0.3322, 0.0210], [-0.2825, 0.2281, 0.1856], [-0.3254, -0.0138, -0.2545], [-0.5518, 0.0006, 0.3154], [-0.1082, -0.1621, 0.1674]], "molar_mass_da": 116.2, "homo_energy_ev": -9.226, "gap_ev": 10.0, "lumo_energy_ev": 0.8, "charge": 0, "multiplicity": 1, "smiles": "CC(C)NC(=O)CN"}

---

Record 5
{"formula": "C26H35Cl2IN2O4PdSSi", "method": "wB97M-V/def2-TZVPD", "species": ["Pd", "Cl", "C", "C", "C", "Cl", "C", "C", "C", "C", "N", "C", "C", "O", "H", "H", "H", "H", "I", "C", "C", "C", "C", "N", "C", "H", "H", "H", "H", "C", "C", "C", "C", "O", "Si", "S", "O", "C", "C", "C", "C", "O", "C", "C", "C", "C", "H", "H", "H", "H", "H", "H", "H", "H", "H", "H", "H", "H", "H", "H", "H", "H", "H", "H", "H", "H", "H", "H", "H", "H", "H", "H", "H"], "coordinates": [[0.456101, 1.037422, 1.278589], [5.561001, 2.405122, -0.562311], [4.115301, 3.377622, -0.641111], [4.176301, 4.556422, -1.356611], [3.058401, 5.355122, -1.452411], [3.191101, 6.891322, -2.281711], [1.828601, 4.971722, -0.896211], [0.628601, 5.706222, -0.986211], [-0.517799, 5.196822, -0.432311], [-0.482599, 3.946622, 0.195289], [0.631001, 3.260222, 0.309989], [1.772601, 3.735122, -0.193911], [2.960201, 2.907222, 0.043589], [2.926801, 1.894322, 0.765889], [5.099601, 4.847522, -1.840511], [0.625901, 6.664922, -1.490211], [-1.447299, 5.747522, -0.471411], [-1.374299, 3.482622, 0.606489], [1.110001, 4.498122, 3.461989], [1.210201, 2.375422, 3.499489], [2.350101, 1.795022, 3.988989], [2.337201, 0.416022, 4.210889], [1.167201, -0.276378, 3.945589], [0.048201, 0.281022, 3.492389], [0.053401, 1.612922, 3.198689], [3.227101, 2.383022, 4.214389], [3.215101, -0.079578, 4.603389], [1.106201, -1.346278, 4.129789], [-0.935399, 2.094022, 3.143089], [-1.267099, -2.593478, 2.285089], [-2.356299, -3.035678, 1.314289], [-3.739399, -2.692178, 1.882489], [-2.254499, -4.550378, 1.061589], [-2.252199, -2.432578, 0.061489], [-1.275399, -1.229878, -0.509111], [-1.915599, 0.644622, 0.061989], [-1.319199, -1.536178, -2.144111], [-2.366399, -1.805178, -3.017911], [-3.382199, -0.660078, -3.018511], [-1.712599, -1.962078, -4.402511], [-3.087499, -3.109578, -2.651011], [0.223701, -1.758478, -0.102011], [1.490801, -1.350478, -0.544411], [2.097601, -2.487778, -1.381611], [1.387901, -0.071078, -1.365411], [2.350501, -1.107978, 0.699689], [-1.397499, -3.066478, 3.256589], [-1.291499, -1.512878, 2.407289], [-0.295399, -2.853578, 1.879489], [-3.904699, -3.180378, 2.840789], [-4.511599, -3.001778, 1.179989], [-3.805299, -1.616778, 2.006589], [-2.354599, -5.115978, 1.986589], [-1.291599, -4.759978, 0.604289], [-3.028899, -4.857778, 0.360389], [-2.891599, 0.268322, -3.294111], [-3.765699, -0.542478, -2.009611], [-4.204899, -0.854578, -3.705511], [-1.233099, -1.029378, -4.688611], [-2.442999, -2.240478, -5.160511], [-0.944899, -2.731678, -4.343611], [-3.534499, -2.991878, -1.670311], [-2.373299, -3.927378, -2.599111], [-3.855999, -3.345978, -3.387411], [1.483901, -2.672678, -2.259811], [2.141201, -3.400478, -0.788411], [3.104101, -2.215578, -1.693111], [0.738801, -0.229078, -2.225011], [2.364201, 0.263322, -1.706411], [0.937401, 0.704722, -0.720411], [2.427601, -2.010778, 1.306489], [1.862501, -0.299878, 1.289489], [3.347401, -0.777278, 0.420389]], "forces_ev_per_angstrom": [[-1.0304, 0.9474, 0.4433], [0.1685, -0.1516, 0.0755], [0.1093, -0.2269, 0.0285], [-0.4721, 0.2968, -0.0106], [0.4389, 0.1088, -0.1910], [0.0307, 0.2439, -0.1963], [-0.1247, -0.3046, 0.1565], [-0.1203, 0.0043, 0.1043], [0.0641, 0.1477, -0.0550], [0.1494, -0.1502, -0.0024], [-0.5042, -0.1134, 0.0265], [0.0644, 0.3126, -0.1386], [0.3044, -0.2145, 0.1065], [0.2498, 0.1387, -0.2335], [-0.0042, 0.0348, 0.0541], [0.0069, -0.0280, 0.0087], [-0.0692, 0.0368, -0.0592], [0.0198, 0.0313, -0.0549], [0.0095, -0.3898, -0.0198], [0.3854, 0.7172, 0.4003], [-0.1250, 0.0484, 0.0495], [-0.0224, -0.1730, 0.0816], [0.4320, -0.0429, 0.2286], [-0.4246, -0.3181, 0.0836], [-0.5800, 0.2422, -0.1436], [0.0351, 0.0684, -0.0369], [-0.0253, -0.1025, -0.0332], [0.0459, -0.0247, -0.0247], [0.4121, -0.1421, 0.0000], [-0.1229, 0.0334, -0.2262], [-0.3174, -0.6273, 0.5972], [0.2732, -0.0154, -0.1660], [-0.0435, 0.3505, 0.0211], [-0.0146, -0.0578, -0.1950], [-0.5684, 0.5975, 0.1476], [0.2609, -0.4480, -0.0913], [0.3781, -0.0206, 0.0487], [-0.4703, -0.1706, -0.7792], [0.2464, -0.1618, 0.0145], [-0.1501, 0.0725, 0.3397], [0.0973, 0.2297, 0.0051], [-0.1893, -0.3378, 0.0586], [0.9020, -0.0706, -0.0980], [-0.2141, 0.2671, 0.1754], [-0.0167, -0.0603, 0.1343], [-0.2709, 0.1237, -0.2414], [-0.0883, -0.0782, 0.1478], [0.0489, 0.1385, 0.1223], [0.1629, -0.0551, 0.0550], [-0.0349, -0.0783, 0.1510], [-0.1049, -0.0699, -0.0747], [-0.0202, 0.2257, 0.0580], [-0.0042, -0.0964, 0.1175], [0.1853, -0.0764, -0.0073], [-0.1312, -0.0521, -0.0402], [0.0578, 0.1773, -0.0106], [-0.1444, 0.1228, 0.1217], [-0.0921, -0.0790, -0.1101], [0.0538, 0.1383, -0.0503], [-0.1097, -0.0150, -0.1008], [0.0519, -0.1009, -0.0149], [-0.1338, -0.1215, 0.0423], [0.1127, -0.1470, 0.0081], [-0.0563, 0.0002, -0.1103], [-0.1000, -0.0194, -0.1445], [0.0088, -0.0839, 0.0657], [0.1438, -0.0059, -0.0717], [-0.0557, 0.0274, -0.0679], [0.1612, 0.0946, 0.0607], [0.2304, 0.0037, -0.6216], [-0.1241, -0.1114, 0.0523], [0.6710, -0.5908, 0.0000], [0.1079, 0.1512, 0.0299]], "molar_mass_da": 804.0, "homo_energy_ev": -0.770, "gap_ev": 4.8, "lumo_energy_ev": 4.1, "charge": -2, "multiplicity": 1}